This record from the Open Molecules 2025 dataset describes an isolated molecule of C4H8O2S. The level of theory is ωB97M-V/def2-TZVPD.

Kohn-Sham gap = 9.72 eV
Highest occupied orbital energy = -8.88 eV
Molecular weight = 120.2 g/mol
Energy = -705.77010 hartree

Bonds (Å) are listed after each position.
CARTESIAN COORDINATES (ANGSTROEM)
1 C -2.19 -0.13 -0.29  C2 1.553, H5 1.191, H6 0.926, H7 1.181
2 C -0.68 -0.13 0.06  C1 1.553, H8 1.117, O13 1.317, O14 1.518
3 C 1.42 -1.23 0.01  H9 1.117, H10 1.079, O13 1.431, S15 1.630
4 C 1.18 1.39 0.03  H11 1.105, H12 1.030, O14 1.443, S15 1.819
5 H -2.81 -0.96 0.30  C1 1.191
6 H -2.22 -0.17 -1.22  C1 0.926
7 H -2.42 0.99 0.00  C1 1.181
8 H -0.69 -0.17 1.17  C2 1.117
9 H 1.91 -2.12 -0.45  C3 1.117
10 H 1.58 -1.57 1.02  C3 1.079
11 H 1.55 2.31 -0.45  C4 1.105
12 H 1.11 1.58 1.04  C4 1.030
13 O 0.08 -1.07 -0.47  C2 1.317, C3 1.431
14 O -0.19 1.23 -0.41  C2 1.518, C4 1.443
15 S 2.36 0.06 -0.34  C3 1.630, C4 1.819